# C27H47AsN2O2PtSi4

A structure of composition C27H47AsN2O2PtSi4 (ωB97M-V/def2-TZVPD, OMol25).

Summary:
Total charge   -2
M   814.03 g/mol
HOMO level (alpha / beta)   0.9 / -1.5 eV
2S+1   3
DFT total energy   -4830.2107 Ha
Frontier orbital gap (alpha / beta)   3.83 / 6.20 eV
E_LUMO (alpha / beta)   4.74 / 4.72 eV

Each line ends with the Löwdin charge.
Positions of all 84 atoms, in Å:
Pt: 0.0693 -0.3200 0.0293  0.9356
O: -1.9389 -0.1821 -0.1848  -0.3524
C: -2.6268 0.9455 -0.0638  -0.3611
C: -4.0226 0.8266 -0.0965  -0.0673
C: -4.8830 1.9126 0.0205  -0.1492
C: -4.3497 3.1908 0.1802  -0.1631
C: -2.9769 3.3456 0.2038  -0.0956
C: -2.0677 2.2659 0.0706  -0.1795
C: -0.6817 2.5775 0.0356  -0.1354
N: 0.3014 1.6748 -0.0588  -0.2327
N: 1.5672 2.0935 -0.2181  0.0473
C: 2.4236 1.1040 -0.2483  -0.4820
O: 2.0838 -0.1795 -0.1021  -0.3368
C: 3.8401 1.4089 -0.4106  -0.1494
C: 4.7818 0.3701 -0.4478  -0.0286
C: 6.1362 0.6391 -0.5842  -0.1121
C: 6.5964 1.9466 -0.6854  -0.1410
C: 5.6667 2.9872 -0.6492  -0.1246
C: 4.3149 2.7285 -0.5151  -0.0488
H: -4.4239 -0.1743 -0.2091  0.0950
H: -5.9561 1.7579 -0.0075  0.0736
H: -4.9978 4.0538 0.2869  0.0732
H: -2.5543 4.3396 0.3157  0.0887
H: -0.3783 3.6197 0.0505  0.0980
H: 4.4230 -0.6458 -0.3685  0.0760
H: 6.8435 -0.1830 -0.6101  0.0889
H: 7.6554 2.1545 -0.7858  0.0769
H: 6.0083 4.0141 -0.7257  0.0842
H: 3.5934 3.5345 -0.4854  0.0976
C: 2.8514 -1.0693 2.7962  -0.1769
Si: 1.6078 0.2320 3.3263  0.3955
C: 1.6182 0.0363 5.2213  -0.2127
C: 2.2896 1.9694 3.1169  -0.1772
C: -0.0633 0.0461 2.5543  -0.3357
Si: -1.2788 -1.0984 3.3363  0.3767
C: -0.6645 -2.8716 3.2993  -0.1857
C: -3.0039 -0.9975 2.6252  -0.1830
C: -1.6273 -0.7406 5.1756  -0.2039
H: 3.8760 -0.7331 2.9901  0.0316
H: 2.7497 -1.2721 1.7309  -0.0114
H: 2.6844 -1.9962 3.3557  0.0142
H: 2.6204 0.2802 5.5951  0.0197
H: 1.3949 -0.9924 5.5193  0.0089
H: 0.8984 0.6976 5.7131  0.0185
H: 3.3266 2.0177 3.4683  0.0248
H: 1.6931 2.6632 3.7210  0.0254
H: 2.2595 2.3169 2.0847  0.0022
H: -0.5187 1.0320 2.4068  -0.0031
H: -0.3323 -3.1247 2.2890  -0.0159
H: -1.4455 -3.5770 3.6032  0.0250
H: 0.1902 -3.0016 3.9744  0.0238
H: -3.0018 -1.2051 1.5574  -0.0107
H: -3.4145 0.0088 2.7592  0.0392
H: -3.6648 -1.7088 3.1355  0.0279
H: -0.7882 -0.9665 5.8323  -0.0082
H: -2.4820 -1.3508 5.4924  0.0159
H: -1.8960 0.3120 5.3234  0.0255
C: 1.8876 -4.7523 1.5264  -0.2273
Si: 1.8122 -4.0371 -0.2176  0.1706
C: 3.5040 -3.2654 -0.5166  -0.2401
C: 1.7555 -5.5440 -1.3707  -0.2557
As: 0.1378 -2.5822 -0.8875  0.6667
Si: -1.6745 -4.0492 -0.7895  0.1857
C: -1.6385 -5.5033 0.4235  -0.2337
C: -3.3400 -3.2181 -0.5595  -0.2261
C: -1.7464 -4.8748 -2.4928  -0.2602
H: 2.6927 -5.4949 1.5756  0.0213
H: 0.9508 -5.2328 1.8173  0.0047
H: 2.0964 -3.9662 2.2554  -0.0014
H: 4.2591 -4.0470 -0.6554  0.0197
H: 3.8016 -2.6414 0.3281  0.0028
H: 3.4835 -2.6286 -1.4045  0.0237
H: 2.6390 -6.1734 -1.2156  0.0151
H: 1.7423 -5.2130 -2.4134  0.0189
H: 0.8662 -6.1599 -1.2091  -0.0042
H: -1.7502 -5.1656 1.4570  0.0091
H: -0.7034 -6.0648 0.3562  -0.0057
H: -2.4630 -6.1875 0.1905  0.0189
H: -3.5926 -3.1223 0.4982  0.0153
H: -4.1251 -3.7990 -1.0555  0.0203
H: -3.3139 -2.2090 -0.9793  0.0083
H: -0.8181 -5.4175 -2.6969  -0.0032
H: -1.8526 -4.1094 -3.2672  0.0166
H: -2.5862 -5.5753 -2.5721  0.0143

Cartesian forces (eV/Å) of the 2 atoms listed first:
Pt 0.0 0.6 -0.1
O -0.1 0.0 0.1